Below is the molecule C21H18F6N2O3, with properties calculated with ωB97M-V with the def2-TZVPD basis set.

```
! RIJCOSX wB97M-V def2-TZVPD def2/J DEFGRID3
* xyz 0 1
O -1.807 -2.441 2.548
O -0.694 0.162 2.971
F 5.676 1.424 -3.259
F 3.976 2.834 -3.215
F 3.761 1.009 -4.380
F 5.581 -2.504 0.068
F 4.001 -3.342 -1.272
F 3.662 -3.018 0.901
O -6.218 0.435 2.723
C -1.392 -1.717 1.652
C -0.932 -0.265 1.858
C -5.205 -0.657 0.832
C -4.442 1.488 1.622
C 4.168 -0.502 -1.684
C 3.009 1.499 -1.010
C 3.021 -0.413 0.447
C -4.163 -0.700 -0.105
C -3.463 1.511 0.645
C -5.319 0.425 1.723
C 3.810 0.829 -1.966
C 3.752 -1.111 -0.498
C 2.601 0.905 0.195
C -3.276 0.400 -0.210
N -1.232 -2.308 0.437
N -0.464 0.477 0.743
C 4.317 1.501 -3.219
C 4.286 -2.522 -0.216
C 1.779 1.584 1.245
C 0.290 1.774 0.914
C -2.134 0.369 -1.210
C -0.529 -1.602 -0.660
C -0.732 -0.066 -0.627
H -6.765 -0.344 2.715
H -5.821 -1.546 0.934
H -4.603 2.334 2.276
H 4.852 -1.100 -2.296
H 2.694 2.485 -1.232
H 2.762 -0.874 1.386
H -4.031 -1.543 -0.815
H -2.859 2.408 0.610
H -1.287 -3.333 0.414
H 2.216 2.590 1.350
H 1.909 1.118 2.215
H 0.216 2.327 -0.042
H -0.171 2.365 1.694
H -2.129 1.391 -1.588
H -2.412 -0.293 -2.068
H 0.559 -1.800 -0.611
H -0.865 -1.983 -1.637
H 0.046 0.343 -1.299
*
```

Properties
HOMO in eV: -8.49
Relative energy (zero: lowest compared OMol25 entry of this formula, charge and spin) in eV: 0.087
Structure (SMILES): O=C1NC[C@@H](Cc2ccc(O)cc2)N(CCc2cc(C(F)(F)F)cc(C(F)(F)F)c2)C1=O
LUMO in Ha: 0.0060

Below is a structure of composition C7H9P, with properties calculated with ωB97M-V with the def2-TZVPD basis set.

```
! RIJCOSX wB97M-V def2-TZVPD def2/J DEFGRID3
* xyz 0 1
C -1.182 1.157 -0.318
C -1.729 -0.040 -0.506
C 0.206 1.329 -0.042
C 1.100 -0.375 0.177
C 0.832 2.387 0.409
C -0.945 -1.366 -0.296
C 0.190 -1.436 0.676
P 2.679 -0.425 -0.378
H -1.502 2.085 -0.636
H -2.609 -0.111 -1.063
H 1.945 2.387 0.587
H 0.340 3.361 0.206
H -1.854 -2.031 -0.052
H -0.660 -1.662 -1.273
H 0.538 -2.429 0.991
H -0.084 -1.040 1.707
H 2.736 -1.791 -0.187
*
```

Properties
HOMO in eV: -8.70
Relative energy (zero: lowest compared OMol25 entry of this formula, charge and spin) in eV: 3.093
LUMO in Ha: 0.0177

Below is a structure of composition C32H31Cl2F12N5O2S2W, with properties calculated with ωB97M-V with the def2-TZVPD basis set.

```
! RIJCOSX wB97M-V def2-TZVPD def2/J DEFGRID3
* xyz 0 3
W -0.460 -0.802 -0.694
C -3.435 0.796 5.304
C -2.956 0.788 3.876
C -2.160 1.815 3.381
C -1.735 1.794 2.071
C -2.097 0.775 1.185
N -1.619 0.824 -0.166
C -2.221 1.823 -0.974
C -2.932 2.883 -0.381
C -3.523 3.903 -1.096
C -3.460 3.947 -2.478
C -4.103 5.044 -3.284
C -2.812 2.889 -3.087
C -2.222 1.834 -2.387
C -1.642 0.703 -3.224
O -1.020 -0.289 -2.515
C -2.758 -0.046 -4.031
F -2.199 -0.905 -4.910
F -3.510 -0.767 -3.206
F -3.567 0.755 -4.731
C -0.583 1.251 -4.236
F 0.135 0.266 -4.804
F -1.101 1.963 -5.241
F 0.296 2.040 -3.586
C -2.821 -0.303 1.699
C -3.257 -0.261 3.023
C -3.044 -1.549 0.840
O -2.011 -1.803 -0.047
C -3.089 -2.859 1.690
F -1.999 -2.922 2.466
F -3.086 -3.933 0.899
F -4.162 -2.971 2.490
C -4.377 -1.364 0.067
F -5.420 -1.305 0.911
F -4.362 -0.216 -0.617
F -4.608 -2.355 -0.797
H -3.979 1.715 5.529
H -4.097 -0.046 5.502
H -2.595 0.734 5.998
H -1.856 2.628 4.032
H -1.087 2.577 1.698
H -3.054 2.917 0.685
H -4.044 4.683 -0.551
H -4.298 5.922 -2.668
H -3.466 5.348 -4.116
H -5.056 4.715 -3.704
H -2.788 2.874 -4.165
H -3.843 -1.078 3.416
N 0.381 -2.307 -2.254
C 1.775 -1.971 -2.655
C 2.086 -0.484 -2.513
N 1.480 0.134 -1.305
H 0.336 -3.289 -2.002
H -0.268 -2.129 -3.014
H 1.965 -2.265 -3.688
H 2.432 -2.546 -2.011
H 1.717 0.055 -3.375
H 3.172 -0.366 -2.493
H 1.314 1.119 -1.494
H 2.132 0.108 -0.518
Cl 0.315 -0.273 2.299
C 1.341 -1.523 2.879
C 1.712 -1.530 4.209
C 2.534 -2.540 4.675
C 2.968 -3.527 3.804
C 2.575 -3.499 2.477
Cl 3.169 -4.756 1.428
C 1.738 -2.498 1.966
S 1.263 -2.495 0.288
H 1.360 -0.743 4.863
H 2.835 -2.563 5.714
H 3.610 -4.328 4.146
C 5.153 -1.797 0.657
N 5.654 -0.485 0.320
C 7.011 -0.296 -0.178
C 7.141 1.235 -0.290
N 5.825 1.682 0.143
C 5.026 0.674 0.567
S 3.524 0.900 1.278
H 5.537 -2.522 -0.061
H 4.066 -1.792 0.603
H 5.455 -2.100 1.662
H 7.136 -0.797 -1.140
H 7.735 -0.722 0.520
H 7.350 1.553 -1.311
H 7.928 1.624 0.357
H 5.598 2.629 0.383
*
```

Properties
HOMO (spin up / spin down) in eV: -6.96 / -7.57
⟨S²⟩: 2.010
Relative energy (zero: lowest compared OMol25 entry of this formula, charge and spin) in eV: 0.098
LUMO (spin up / spin down) in Ha: 0.0034 / 0.0056

Below is a cluster of 6 separate species, C14H21N5O2 in total, with properties calculated with ωB97M-V with the def2-TZVPD basis set.

```
! RIJCOSX wB97M-V def2-TZVPD def2/J DEFGRID3
* xyz 0 1
O 0.536 1.455 -1.010
C 0.138 1.566 0.124
O 0.705 0.962 1.205
C 0.078 1.455 2.397
C -0.977 2.505 2.049
C -1.069 2.447 0.531
H 0.859 1.877 3.008
H -0.434 0.583 2.872
H -0.679 3.501 2.442
H -1.999 2.381 2.530
H -0.951 3.436 0.115
H -1.969 1.987 0.194
C 3.704 1.905 -1.941
C 3.223 2.716 -3.103
N 2.919 3.360 -3.971
H 4.769 2.187 -1.751
H 3.580 0.819 -2.223
H 3.075 2.207 -1.097
C -0.989 -2.190 3.233
C 0.434 -2.122 3.053
N 1.579 -2.021 2.845
H -1.328 -1.935 4.268
H -1.251 -3.187 3.065
H -1.457 -1.553 2.548
C -4.135 -2.359 0.472
C -3.851 -1.268 1.389
N -3.626 -0.386 2.083
H -3.223 -2.756 0.016
H -4.786 -1.996 -0.320
H -4.599 -3.207 0.965
C 0.029 0.654 -4.223
C 1.153 -0.211 -3.939
N 2.048 -0.872 -3.601
H -0.308 1.176 -3.336
H -0.847 0.076 -4.502
H 0.240 1.376 -5.062
C 2.048 -2.348 -0.368
C 0.652 -2.570 -0.008
N -0.457 -2.798 0.221
H 2.577 -3.196 0.029
H 2.394 -1.445 0.219
H 2.198 -2.214 -1.414
*
```

Properties
HOMO in eV: -10.54
Relative energy (zero: lowest compared OMol25 entry of this formula, charge and spin) in eV: 3.261
Structure (SMILES): O=C1CCCO1.CC#N.CC#N.CC#N.CC#N.CC#N
LUMO in Ha: 0.0198

no.,energy (a.u.)
1,-1745.525067
2,-613.315069
3,-4644.687158
4,-970.280831